# C34H62As3ClN5OS5V

A molecular structure, C34H62As3ClN5OS5V (ωB97M-V/def2-TZVPD, the OMol25 dataset).

Output
HOMO level (alpha / beta): -12.32 / -12.31 eV
charge: +2
energy above the lowest of the compared OMol25 structures with the same formula, charge and spin: 0.00 kJ/mol
max |F|: 1.133 eV/A
2S+1: 3
lowest unoccupied orbital energy (alpha / beta): -6.64 / -5.31 eV

Each line ends with the Löwdin spin population.
CARTESIAN COORDINATES (ANGSTROEM)
V: -1.09 -0.64 -1.45  2.065
C: -1.55 1.83 1.28  0.003
As: -1.44 -0.08 0.97  -0.006
C: -0.20 -0.57 2.37  -0.006
C: -3.20 -0.56 1.67  0.001
C: -3.71 -2.02 1.63  0.000
C: -5.02 -2.01 2.41  0.001
C: -4.05 -2.47 0.19  0.002
As: -2.59 -2.70 -1.10  0.003
C: -1.98 -4.50 -0.75  -0.003
C: -3.61 -3.08 -2.71  0.002
C: -2.66 -2.94 2.30  0.000
As: -2.93 -4.83 2.88  0.000
C: -4.54 -5.46 1.98  0.000
C: -3.75 -4.46 4.61  0.000
H: -2.41 2.22 0.73  -0.001
H: -0.66 2.35 0.96  0.000
H: -1.70 2.00 2.34  0.000
H: -0.60 -0.21 3.31  -0.001
H: 0.76 -0.09 2.19  0.000
H: -0.07 -1.64 2.43  0.000
H: -3.89 0.10 1.13  0.000
H: -3.18 -0.23 2.70  0.000
H: -5.72 -1.27 1.99  0.000
H: -4.84 -1.74 3.46  0.000
H: -5.51 -2.98 2.39  0.000
H: -4.74 -1.78 -0.28  0.000
H: -4.54 -3.44 0.22  0.000
H: -2.84 -5.15 -0.88  -0.001
H: -1.58 -4.62 0.25  0.000
H: -1.22 -4.78 -1.48  0.000
H: -4.49 -3.64 -2.43  0.000
H: -3.02 -3.69 -3.39  0.000
H: -3.92 -2.17 -3.21  -0.001
H: -2.32 -2.48 3.23  0.000
H: -1.77 -2.99 1.67  0.000
H: -4.37 -5.62 0.92  0.000
H: -5.42 -4.84 2.13  0.000
H: -4.74 -6.44 2.42  0.000
H: -3.06 -3.89 5.23  0.000
H: -3.93 -5.42 5.10  0.000
H: -4.70 -3.93 4.52  0.000
N: -0.65 -1.24 -3.45  0.004
C: 0.67 -1.83 -3.86  0.002
C: 1.10 -2.98 -2.96  0.001
C: 1.70 -2.51 -1.65  0.001
N: 0.69 -1.88 -0.73  0.002
H: -1.40 -1.85 -3.76  0.003
H: -0.82 -0.37 -3.97  0.003
H: 1.41 -1.03 -3.83  0.000
H: 0.61 -2.16 -4.89  0.000
H: 1.84 -3.58 -3.49  0.000
H: 0.25 -3.64 -2.77  0.000
H: 2.47 -1.78 -1.85  0.000
H: 2.18 -3.34 -1.14  0.000
H: 1.18 -1.38 0.00  0.001
H: 0.20 -2.62 -0.25  0.003
C: -1.01 2.99 -5.71  -0.001
S: -1.79 1.64 -4.79  -0.010
C: -2.89 2.48 -3.74  -0.028
C: -3.38 1.96 -2.59  0.011
S: -3.01 0.43 -1.84  -0.071
S: -4.60 2.90 -1.76  0.004
C: -4.64 4.24 -2.87  -0.001
S: -5.57 5.54 -2.69  -0.006
S: -3.54 4.02 -4.21  -0.010
H: -0.31 2.52 -6.39  0.000
H: -0.47 3.66 -5.04  0.000
H: -1.74 3.53 -6.29  0.000
C: 5.01 0.34 -1.20  0.000
C: 4.64 1.32 -0.08  0.000
C: 5.85 1.44 0.85  0.000
C: 3.50 0.72 0.78  0.000
C: 4.31 2.73 -0.67  0.000
O: 5.45 3.22 -1.39  0.000
C: 3.95 3.82 0.37  0.000
C: 2.68 3.72 1.25  0.000
C: 2.91 3.33 2.70  0.000
C: 3.92 3.92 3.45  0.000
C: 4.13 3.58 4.79  0.000
C: 3.30 2.65 5.39  0.000
Cl: 3.55 2.22 7.04  0.000
C: 2.27 2.05 4.67  0.000
C: 2.09 2.40 3.34  0.000
C: 3.35 2.76 -1.88  0.000
N: 1.96 2.26 -1.76  0.007
C: 1.53 1.02 -1.77  0.010
N: 0.20 1.00 -1.72  0.008
C: -0.14 2.34 -1.71  0.009
N: 0.90 3.14 -1.73  0.001
H: 5.41 -0.58 -0.76  0.000
H: 5.77 0.76 -1.86  0.000
H: 4.16 0.06 -1.83  0.000
H: 6.08 0.45 1.27  0.000
H: 5.67 2.12 1.69  0.000
H: 6.75 1.77 0.31  0.000
H: 3.70 -0.35 0.93  0.000
H: 2.50 0.83 0.35  0.000
H: 3.46 1.18 1.77  0.000
H: 6.09 3.60 -0.77  0.000
H: 3.91 4.73 -0.22  0.000
H: 4.82 3.93 1.02  0.000
H: 1.93 3.05 0.81  0.000
H: 2.22 4.71 1.25  0.000
H: 4.57 4.67 3.01  0.000
H: 4.92 4.05 5.36  0.000
H: 1.63 1.33 5.16  0.000
H: 1.29 1.93 2.78  0.000
H: 3.82 2.23 -2.70  0.000
H: 3.25 3.80 -2.19  0.000
H: 2.18 0.17 -1.81  0.000
H: -1.16 2.71 -1.70  0.000

***

# C34H62BrClFN5O4P

3 unconnected molecules or ions with the total composition C34H62BrClFN5O4P (ωB97M-V/def2-TZVPD, the OMol25 dataset).

Output
HOMO level: -9.46 eV
charge: +1
max |F|: 8.002 eV/A
lowest unoccupied orbital energy: -3.73 eV

Each line ends with the Löwdin charge.
CARTESIAN COORDINATES (ANGSTROEM)
C: 5.19 -6.28 -0.41  -0.159
C: 6.23 -5.11 -0.90  -0.262
C: 5.85 -3.62 -0.31  -0.229
C: 5.91 -2.55 -1.56  -0.219
C: 4.68 -2.82 -2.65  -0.193
C: 4.04 -1.35 -3.00  -0.211
C: 2.40 -1.40 -3.35  -0.264
C: 1.70 -1.91 -1.94  -0.195
C: 0.11 -1.60 -1.77  -0.512
Br: -0.50 -1.57 -3.73  0.876
N: -0.49 -2.89 -1.23  0.033
C: -1.65 -2.75 -0.28  -0.595
F: -2.43 -4.04 -0.41  -0.067
Cl: -0.96 -2.85 1.43  0.732
C: -2.61 -1.42 -0.58  -0.382
C: -3.46 -1.93 -1.93  -0.169
C: -4.93 -2.57 -1.65  -0.222
C: -6.19 -1.48 -1.70  -0.174
C: -7.36 -2.07 -0.72  -0.216
N: -8.52 -2.74 -1.42  -0.202
C: -8.54 -4.26 -1.17  -0.052
C: -9.88 -4.85 -1.95  -0.061
C: -10.53 -3.49 -2.60  -0.087
C: -9.65 -2.15 -2.25  -0.036
P: -3.77 -1.35 0.99  0.803
N: -4.85 -0.14 0.92  -0.283
N: -1.85 -0.15 -0.81  -0.121
C: -2.62 1.04 -1.18  -0.221
C: -2.73 2.28 -0.10  -0.103
C: -0.39 -0.22 -1.06  -0.287
C: 0.28 1.02 -1.96  -0.073
O: 0.26 2.33 -1.21  -0.229
O: 1.46 2.88 -1.26  -0.058
C: 0.33 0.16 0.41  -0.045
C: 1.92 0.35 0.68  -0.006
C: 2.45 0.77 2.13  -0.096
N: 1.72 1.04 3.41  0.022
C: 0.27 0.90 3.11  -0.113
C: -0.51 0.50 1.77  -0.014
H: 5.72 -7.33 -0.54  0.082
H: 4.98 -6.16 0.75  0.084
H: 4.20 -6.32 -1.03  0.066
H: 6.24 -5.10 -2.08  0.107
H: 7.31 -5.37 -0.50  0.119
H: 4.78 -3.55 0.17  0.105
H: 6.65 -3.32 0.48  0.112
H: 6.98 -2.63 -2.08  0.127
H: 5.88 -1.48 -1.08  0.098
H: 5.24 -3.19 -3.64  0.126
H: 3.91 -3.62 -2.28  0.102
H: 4.11 -0.64 -2.04  0.097
H: 4.59 -0.76 -3.86  0.131
H: 2.13 -0.34 -3.70  0.089
H: 2.33 -2.22 -4.22  0.122
H: 1.77 -3.10 -2.12  0.128
H: 2.37 -1.77 -0.99  0.122
H: -0.82 -3.50 -2.03  0.161
H: 0.21 -3.49 -0.70  0.170
H: -3.62 -1.04 -2.71  0.137
H: -2.87 -2.75 -2.55  0.085
H: -5.15 -3.26 -2.61  0.136
H: -5.00 -3.32 -0.75  0.084
H: -5.86 -0.38 -1.49  0.090
H: -6.65 -1.48 -2.81  0.128
H: -6.94 -2.81 0.11  0.116
H: -7.81 -1.15 -0.12  0.131
H: -7.75 -4.86 -0.52  0.107
H: -10.21 -5.97 -1.98  0.078
H: -11.52 -3.48 -3.25  0.079
H: -9.79 -1.02 -2.50  0.112
H: -3.02 -1.13 2.22  0.006
H: -4.50 -2.57 1.20  0.025
H: -5.82 -0.50 0.98  -0.028
H: -3.77 0.72 -1.31  0.114
H: -2.39 1.55 -2.23  0.140
H: -3.08 3.22 -0.74  0.103
H: -1.74 2.59 0.42  0.063
H: -3.55 2.14 0.73  0.067
H: -0.27 1.23 -2.96  0.123
H: 1.45 0.85 -2.06  0.139
H: 1.46 3.60 -0.55  0.158
H: 2.70 0.21 -0.20  0.087
H: 3.63 0.88 2.24  0.118
H: -0.42 1.14 4.05  0.131
H: -1.68 0.49 1.75  0.066
C: 1.31 5.40 3.14  -0.069
C: 0.07 5.12 3.97  -0.492
C: 0.42 4.90 5.43  -0.061
O: -0.59 3.97 3.46  -0.080
H: 2.00 4.55 3.18  0.076
H: 1.05 5.54 2.09  0.078
H: 1.84 6.29 3.50  0.066
H: -0.62 5.97 3.88  0.141
H: 1.08 4.03 5.55  0.080
H: -0.48 4.69 6.02  0.080
H: 0.92 5.78 5.86  0.082
H: 0.01 3.22 3.54  0.027
C: 6.14 5.40 3.06  -0.065
C: 5.23 6.28 2.21  -0.500
C: 5.96 7.53 1.74  -0.064
O: 4.09 6.66 2.97  -0.077
H: 6.47 5.93 3.95  0.084
H: 5.60 4.51 3.40  0.077
H: 7.02 5.08 2.49  0.081
H: 4.88 5.71 1.34  0.137
H: 6.29 8.14 2.59  0.084
H: 5.30 8.16 1.14  0.082
H: 6.84 7.27 1.13  0.082
H: 4.40 7.16 3.74  0.101

***

- Which of these has the highest charge?
  C34H62As3ClN5OS5V

***

- Among the records above, which one has the highest max |F|?
  C34H62BrClFN5O4P

***

- What is the charge in the second record?
  +1